Record 1
98
Properties=species:S:1:pos:R:3:mulliken_charge:R:1 method="wB97M-V/def2-TZVPD" total_energy_ha=-2462.66264 multiplicity=3 fmax_ev_per_a=3.54 e_homo_ev="-7.46 / -11.91" e_lumo_ev="-2.43 / -4.38" gap_ev="5.03 / 7.54" charge=+1
C -2.729 -0.573 -2.723 -0.45
C 0.633 -3.177 2.281 2.42
H -1.368 4.121 1.639 0.21
H -4.917 -0.455 -4.345 0.37
H 0.511 -1.295 3.367 -0.01
C -4.142 0.345 -4.449 -1.51
H -0.810 -3.781 -2.741 0.62
H -2.391 -2.437 -0.638 0.06
C -2.712 2.219 0.219 -1.47
H -0.299 -2.150 -2.275 0.09
H 0.952 5.283 -0.813 0.24
H 1.680 -4.731 3.286 0.55
H -1.622 1.403 -5.438 0.50
H -1.133 2.428 3.767 0.36
H -4.282 0.849 -5.436 0.38
C -2.648 -0.099 -4.147 2.05
C 1.583 -4.384 2.246 -1.80
C 1.730 3.476 0.143 1.95
C -0.144 -5.045 -0.387 -1.94
H 1.394 -2.581 4.201 0.75
C -1.663 1.071 -4.388 -1.37
H -2.308 -3.658 0.654 0.25
C -2.013 -1.283 -4.934 -1.47
H 2.548 -0.001 5.919 0.47
H -2.006 2.425 -2.276 -0.35
H -2.302 -2.301 -4.627 0.36
C 1.525 4.059 1.549 -0.98
H 1.200 -5.219 1.651 0.35
C -1.858 3.385 -1.754 -1.57
N -2.372 -0.529 -1.610 -0.38
H -2.041 -1.229 -6.040 0.38
C 1.862 1.210 4.267 -0.48
H 4.063 -2.348 -2.023 0.54
H -0.599 -3.988 3.834 0.55
H 2.174 -1.713 2.845 0.21
C -0.742 -3.601 2.816 -1.99
H 2.578 -4.107 1.879 0.31
C -0.900 0.036 1.780 1.00
C -0.517 -3.569 -0.614 2.58
H -2.689 2.022 1.297 0.37
H -0.952 -1.211 -4.664 0.31
N 0.854 1.845 3.674 -0.11
C -0.149 -3.217 -2.065 -1.83
P 0.375 -2.345 0.578 -1.25
H -2.784 1.269 -0.322 -0.07
H 2.829 -2.172 0.754 0.68
C 2.122 -2.404 -0.082 -1.86
C 1.042 1.978 -1.866 -1.98
H 2.337 -3.405 -0.525 0.59
C 1.699 0.490 5.453 -0.67
H -0.549 -5.431 0.558 0.38
Pt 0.265 0.021 0.364 1.54
H 2.374 1.115 -4.116 0.58
H -0.641 0.824 -4.097 0.03
C 0.428 0.448 6.029 0.63
H -4.479 1.110 -3.696 0.31
H 2.848 1.672 0.719 0.15
C -2.031 -3.441 -0.388 -1.44
H 0.714 4.811 1.580 0.32
H 4.147 -0.771 -4.014 0.45
C 2.462 0.424 -3.292 -0.76
C -1.597 4.358 0.588 -1.69
C 3.370 -1.500 -2.154 -0.69
H 3.343 2.364 -0.879 0.27
C 1.827 4.614 -0.907 -1.39
C -0.626 1.109 5.398 -0.49
H -0.638 -5.615 -1.193 0.54
C 0.209 -0.227 7.282 -0.23
C 1.222 -2.117 3.220 -1.63
C 3.016 2.601 0.152 -1.41
H -1.051 3.948 -2.242 0.38
H 0.940 -5.230 -0.448 0.29
N 0.019 -0.776 8.293 -0.46
N 1.628 -0.223 -1.150 0.49
H -2.632 4.748 0.578 0.55
H 2.735 5.220 -0.687 0.46
H -0.938 5.160 0.230 0.30
H -1.208 -4.407 2.238 0.41
H -1.858 1.978 -3.836 0.60
P 0.282 2.303 -0.250 -0.72
C -1.539 3.095 -0.283 2.63
H 1.322 3.251 2.283 -0.02
H -1.641 1.080 5.791 0.50
O -1.798 -0.035 2.501 -0.63
C 2.378 -1.330 -1.175 0.62
C 1.728 0.754 -2.127 0.91
H 1.895 4.210 -1.935 0.27
C -0.347 1.845 4.246 -0.33
H 0.855 2.560 -2.787 0.80
C 3.378 -0.627 -3.255 -1.06
H -2.523 -4.159 -1.066 0.58
H 3.836 3.130 0.684 0.56
H 2.471 4.557 1.839 0.56
H -3.665 2.760 0.033 0.52
H -2.793 3.973 -1.859 0.48
H 0.886 -3.511 -2.302 0.23
H -1.452 -2.763 2.864 0.22
H 2.826 1.215 3.753 0.43



Record 2
300
Properties=species:S:1:pos:R:3:mulliken_charge:R:1 method="wB97M-V/def2-TZVPD" total_energy_ha=-5453.31666 multiplicity=2 fmax_ev_per_a=3.79 e_homo_ev="-9.36 / -9.36" e_lumo_ev="-2.11 / -7.11" gap_ev="7.26 / 2.25" charge=+1
H -5.412 -4.437 0.967 0.38
C 2.170 2.204 -9.721 -0.99
H -0.832 -1.091 -8.038 0.18
H -4.972 -3.104 -2.908 0.16
C -4.133 -3.565 -3.430 -0.67
H -0.644 0.970 -0.782 0.02
H 5.111 -3.314 -13.505 0.33
O 1.357 3.373 -9.446 -0.29
H -2.080 4.103 2.106 0.02
H 5.491 -2.123 -4.611 1.02
H 2.668 -2.629 -10.263 0.42
O -0.237 -0.199 8.755 -0.14
O -3.772 -1.454 -4.698 -0.43
H 1.068 1.589 0.622 -0.28
H -1.286 5.159 13.190 0.16
N -4.435 -4.207 -4.741 -0.34
C 4.055 -4.152 -9.743 -0.21
C -6.923 -4.401 -7.963 -0.72
H -3.868 2.464 9.244 0.35
N 5.761 1.302 -4.121 0.25
C -3.168 5.311 6.073 -0.86
O 2.714 3.626 3.624 -0.56
H -2.223 7.758 2.479 0.40
H 7.813 -10.954 -5.737 0.34
H 2.384 5.430 6.437 0.40
H -3.774 2.361 7.587 -0.26
O 6.093 -9.589 -5.542 -0.30
H -2.053 6.137 11.001 0.22
H 0.242 0.148 -8.637 0.14
H 2.211 0.851 -4.054 -0.37
H 1.407 -1.608 -6.964 0.10
H 1.570 1.921 5.234 -0.11
H 3.139 -6.820 -1.291 0.40
H -1.998 -0.873 -5.662 0.13
C -2.824 -0.432 -5.105 -0.15
H -7.088 0.711 -2.263 0.31
C 0.329 2.517 -3.470 0.34
H 4.558 1.953 -0.994 0.47
H 3.951 -5.914 -6.048 0.27
H 2.947 -1.257 -1.013 -0.18
O 2.179 -6.847 -1.289 -0.67
H -2.123 0.194 -1.339 -1.02
C -4.173 4.054 4.464 -0.78
C -3.047 0.829 2.394 -1.81
H 4.879 -5.068 -13.690 0.31
C -4.119 -1.635 9.780 -0.94
C 1.425 2.981 5.441 -0.31
H -2.635 -4.342 -0.530 -0.07
C -1.787 5.798 6.549 -0.40
H -4.192 0.436 10.517 0.13
H -1.397 1.745 4.984 -0.14
H 3.515 0.568 -6.041 -0.79
C -1.788 4.557 13.948 -0.63
H -2.947 2.193 -3.889 0.21
C 6.769 -10.829 -5.451 -0.87
C 2.781 1.374 -6.028 -0.13
N 0.310 2.615 2.290 2.65
H 1.599 -4.605 0.370 0.26
H -1.140 -0.714 7.042 0.39
H -7.275 1.531 -0.721 0.26
H 6.849 -11.237 -4.443 0.34
H -0.423 2.063 2.712 -1.04
H 2.136 -5.268 -2.504 -0.86
H -7.647 -3.739 -8.439 0.27
H 5.910 1.342 -6.864 0.03
H -6.049 0.320 -0.834 0.02
C -2.289 -3.043 10.490 -1.05
H 3.675 1.919 -2.572 0.12
C 0.244 0.946 9.546 0.02
H -2.793 1.243 12.184 0.42
C 2.718 -2.952 -8.187 -0.32
H 3.434 -3.093 -7.377 -0.09
C 6.825 -8.581 -4.848 -0.65
C -1.772 1.481 11.885 -0.04
H 0.118 3.519 -3.098 0.25
C 0.897 -3.489 8.603 -0.65
O 4.000 -3.478 -4.982 -0.06
H -3.019 -1.891 -2.846 -0.23
C 3.001 -0.185 -1.205 0.14
H -5.966 -2.778 0.483 0.37
H -2.751 5.225 8.887 0.11
H -4.048 1.231 2.550 0.62
H 2.228 -3.619 -0.987 -0.01
H 0.697 -1.911 -4.216 -0.29
H -4.999 3.636 5.039 0.31
H 5.451 -3.339 -11.229 0.45
H -5.561 -0.054 9.604 0.50
H -1.910 4.640 -3.443 0.43
H -5.935 -4.373 -8.423 0.28
N -1.846 -0.143 0.549 1.14
H -2.192 -2.684 -4.110 0.14
H 5.395 0.377 -4.294 -0.23
H -3.800 5.043 6.920 0.41
C 0.222 -5.736 -1.583 -1.19
H 3.290 -4.764 -0.226 0.58
H 3.056 0.361 -0.263 0.54
H 7.649 0.909 -6.905 0.45
H -5.340 1.970 8.246 0.44
H -0.332 8.419 -1.790 0.32
H -3.479 3.428 -1.348 0.10
H -1.631 9.231 11.556 0.29
O -5.554 2.015 -1.762 -0.46
H -1.375 6.493 5.817 0.24
O -3.712 -1.841 -0.402 -0.16
H -3.145 -0.205 2.724 0.45
C 4.876 -4.564 -4.632 -0.42
N -2.727 -1.744 10.127 0.19
H -2.344 6.535 3.713 -0.10
O 4.144 0.090 -1.877 -0.46
H 1.011 1.137 11.579 0.44
C 2.250 -4.596 -0.505 -1.12
C 0.821 4.046 -10.610 -0.79
H 5.645 -2.325 -6.709 -0.38
H -0.259 -4.872 -1.125 -0.12
C 0.359 0.494 10.987 -1.47
C -1.275 2.442 12.963 -0.78
H 0.802 0.600 -5.188 0.30
H 5.392 -5.017 -11.122 0.48
H -2.546 5.731 -0.717 0.33
H 1.715 5.785 4.851 0.23
C 4.197 -5.877 -4.987 -0.82
H 5.077 -1.043 -7.657 -0.16
C 1.706 -5.580 -1.552 1.98
H 3.238 -5.895 -4.470 0.20
C -1.149 4.642 2.281 0.15
C 0.660 -2.166 -3.157 0.06
C 6.929 1.501 -4.946 -0.93
H 5.785 -4.445 -5.222 0.42
H -0.467 1.749 9.356 0.10
H 0.148 -3.121 -3.039 0.20
O -3.920 0.519 8.504 -0.09
H -2.616 5.212 14.218 0.30
C 1.284 1.734 1.680 -0.25
O -0.915 7.708 10.267 -0.28
H 0.126 -1.687 3.823 0.19
H 2.196 2.329 1.629 1.05
H -4.271 -2.223 8.874 0.38
C 2.976 1.780 -8.415 -0.51
H 4.111 -2.223 -3.451 0.57
H 6.616 -8.759 -3.793 0.31
H -2.416 0.115 -4.256 -0.27
C 2.515 5.255 5.369 -1.42
C 1.783 -1.757 -7.976 0.62
H 0.492 3.269 4.957 -0.37
C 4.411 -2.218 -4.499 -1.08
C 0.375 -1.791 2.767 -0.89
H -3.641 0.781 0.304 0.08
O 0.025 -1.024 -2.628 1.25
H 6.953 -6.472 -4.974 0.37
H 3.817 -1.469 -5.021 -0.53
C -0.180 -0.829 -8.872 -0.56
C -2.016 6.809 10.144 -0.50
H 3.450 -5.056 -9.672 0.33
C -5.238 -3.573 0.325 -1.45
H 1.272 -2.399 2.648 0.39
H 3.632 2.625 -8.205 0.61
H 7.843 1.205 -4.432 0.37
C -2.734 0.908 0.896 1.02
H -5.467 -5.885 -6.501 0.40
C -2.359 6.687 2.634 -0.53
H -3.964 3.326 3.680 -0.09
H -3.353 6.473 2.241 0.30
C 1.667 1.211 -4.927 0.59
C -4.476 -0.149 9.642 -0.44
C 6.714 0.813 -6.352 -0.25
H -6.405 -4.654 -3.963 0.34
H -2.342 1.899 0.668 -0.89
H -1.810 -3.341 0.770 -0.35
O -2.327 3.346 13.389 -0.36
O -0.480 -3.500 8.943 -0.36
H -0.962 7.862 12.369 0.22
O 1.134 2.500 -4.648 -0.62
H 3.366 2.265 -5.800 0.63
N -2.933 3.318 -2.191 0.44
H -2.692 -3.854 9.883 0.42
H -2.678 -3.210 11.494 0.50
H 1.411 2.313 -7.381 0.42
H 0.829 2.047 -2.624 -0.19
H 3.484 5.671 5.094 0.38
H -1.094 -0.049 1.216 -0.86
H 1.575 4.510 -11.245 0.29
H 0.909 -0.424 10.778 0.37
H -1.034 -2.052 -1.144 -0.30
H -1.487 0.953 7.436 0.03
C -1.236 0.057 -0.721 0.47
C -0.071 3.792 1.522 -0.62
C -2.704 -3.878 0.453 -0.46
H 0.204 4.841 -10.190 0.25
H -1.014 4.984 -1.151 -0.13
H -1.922 2.009 10.943 -0.10
H -2.758 -4.660 1.211 0.59
H -0.976 5.346 9.097 0.33
H 3.545 3.386 5.395 0.42
H 4.433 -7.893 -4.857 0.29
H 7.884 -8.532 -5.104 0.42
H -1.969 0.134 4.797 0.47
H 2.121 0.081 -1.790 -0.25
H 6.204 2.700 -2.433 0.50
H 1.336 -2.501 8.744 0.17
H 6.996 2.565 -5.175 0.38
H -5.241 -5.959 -4.012 0.32
O 6.392 -0.599 -6.028 -0.29
C -4.270 1.869 8.424 -0.54
H 2.470 -0.062 2.319 0.62
C -0.753 -3.178 10.312 -0.23
H 6.593 0.978 -2.252 0.42
O -1.305 6.018 1.885 -0.38
H -2.983 -1.310 -0.074 0.17
H 2.376 -0.880 -8.236 -0.46
H -3.533 5.182 -2.879 0.42
C -3.839 -2.895 0.509 0.91
C -2.195 1.164 4.521 -1.33
O -2.960 4.283 5.125 0.66
H 1.709 -2.109 -2.865 -0.57
H 0.149 8.901 11.510 0.26
H -4.664 -3.505 -5.431 0.39
H 2.083 -3.826 -8.038 0.58
C 4.732 -4.150 -11.122 -0.91
H 1.408 0.669 3.511 0.05
H -3.664 -4.287 -2.761 0.26
H -3.665 6.192 5.666 0.35
H -2.263 -1.451 9.279 -0.33
H 1.409 -4.147 9.305 0.37
C -0.400 -1.170 -1.231 -0.51
N 3.287 -2.958 -9.535 0.19
O 0.439 -0.523 2.085 0.05
H -0.606 2.036 -3.757 -0.18
C 2.601 3.751 4.991 0.25
H -4.575 4.906 3.916 0.34
C -0.853 8.472 11.473 -0.67
H -0.176 -5.858 -2.591 0.34
H 6.828 -1.609 -7.844 0.50
H 1.061 -3.924 7.618 0.23
H 0.407 -1.341 -0.519 0.38
H -3.155 1.530 4.885 0.42
H -7.323 -5.401 -8.127 0.31
H -3.493 0.312 -5.539 0.49
H -0.373 -3.937 10.995 0.57
H -5.017 0.858 -3.449 0.77
H -1.490 -0.439 11.169 0.37
H -1.031 5.029 6.708 0.23
H -0.876 7.099 7.861 0.29
H 1.291 3.166 6.506 0.56
H 3.675 0.979 -8.659 0.04
N 4.973 -7.093 -4.559 -0.26
N 2.076 1.554 -7.324 0.16
C -1.898 5.903 8.932 -0.27
C -5.587 -5.075 -4.548 -0.61
C -6.542 1.106 -1.407 -0.49
H -0.203 -2.284 10.607 0.01
C -2.608 4.673 -2.607 -1.07
H -4.738 -2.131 10.527 0.51
C 5.988 -1.404 -7.180 0.10
H 5.073 -4.542 -3.560 0.28
H -5.339 -4.019 -0.664 0.20
N -1.792 6.695 7.727 -0.46
H 3.684 -4.041 -14.291 0.26
H -1.462 8.121 -0.532 0.25
H -2.918 7.406 10.012 0.33
C -0.700 0.199 7.443 -0.77
H -0.036 -6.582 -0.946 0.48
H -7.036 -6.093 -5.846 0.50
C 4.384 -4.125 -13.459 -0.74
C -1.880 5.512 -1.551 0.16
O -6.893 -4.211 -6.541 -0.31
H -0.032 7.150 -0.586 0.24
H -0.438 -2.370 2.329 0.12
C 5.892 1.688 -2.691 -1.16
C -4.562 1.466 -2.667 0.25
H 0.798 4.386 1.239 0.86
O -1.974 1.405 3.143 0.09
H 4.822 -4.126 -8.969 0.26
H -3.971 0.734 -2.117 -0.41
H 2.906 2.325 -10.516 0.53
H 5.982 -7.108 -6.300 0.29
N -0.970 0.271 11.666 -0.17
C 4.476 1.485 -1.975 -0.22
H -1.036 4.559 3.363 -0.16
O 3.776 -4.129 -12.203 -0.31
H -3.831 -2.518 1.532 0.03
H -0.435 3.065 12.655 0.43
H -1.124 4.400 14.797 0.33
C -3.195 -2.390 -3.799 0.51
H 1.565 1.360 -10.053 0.29
O -1.532 6.788 -2.071 -0.45
H 0.096 0.505 6.764 0.61
C -3.723 2.643 -3.268 -1.09
C 6.222 -7.234 -5.244 -0.47
H -0.561 3.493 0.595 -0.46
C 1.487 0.387 2.461 -1.13
H 1.830 3.677 3.252 0.12
H 0.224 3.377 -11.229 0.31
C -6.227 -5.366 -5.916 -0.79
O 0.779 -1.851 -8.990 -0.45
H 6.251 -11.616 -5.999 0.29
H -0.847 -0.644 -9.714 0.30
H 1.210 1.208 9.114 0.41
C -0.790 7.610 -1.220 -0.66
H -0.986 1.878 13.849 0.25
H -4.438 3.247 -3.826 0.45



Record 3
16
Properties=species:S:1:pos:R:3:mulliken_charge:R:1 method="wB97M-V/def2-TZVPD" total_energy_ha=-159.49493 multiplicity=2 fmax_ev_per_a=3.65 e_homo_ev="1.48 / -7.40" e_lumo_ev="4.34 / 4.46" gap_ev="2.87 / 11.86" charge=-1
H 1.365 0.889 -1.353 0.60
H 0.899 -1.301 0.896 0.57
H -0.362 -1.035 -0.243 0.15
C 0.389 2.641 -0.195 -0.90
H 0.593 2.139 -2.390 0.68
C 0.539 1.698 -1.444 -2.14
H -0.187 -3.311 1.623 0.49
H 1.412 3.167 -0.039 0.41
H -0.522 -0.708 1.562 0.51
C -0.770 -2.835 0.904 -0.83
H 0.148 1.950 0.651 0.13
H -1.820 -2.825 1.205 0.35
C -0.199 -1.476 0.769 -2.46
H -0.696 -3.451 -0.066 0.45
H -0.295 1.100 -1.455 0.61
H -0.496 3.358 -0.425 0.37



Record 4
16
Properties=species:S:1:pos:R:3:mulliken_charge:R:1 method="wB97M-V/def2-TZVPD" total_energy_ha=-288.75735 smiles=Cc1c[nH]c(C)c1 fmax_ev_per_a=3.14 e_homo_ev=-7.91 e_lumo_ev=1.04 gap_ev=8.94
H -2.606 1.594 0.166 0.34
C -1.153 0.009 0.000 0.82
H -3.192 0.094 -0.653 0.32
H 2.930 0.437 1.240 0.30
H 1.300 -1.809 -0.908 0.24
H -1.237 -1.750 -1.352 0.39
H 3.155 -0.552 -0.210 0.33
C -0.697 -1.014 -0.781 -0.82
C 1.092 -0.075 0.214 0.39
N 0.680 -1.052 -0.664 -0.05
H -2.983 0.145 1.084 0.26
C -0.009 0.746 0.471 -0.77
H -0.022 1.309 1.398 0.30
H 2.747 1.146 -0.374 0.28
C -2.575 0.513 0.140 -1.18
C 2.570 0.257 0.228 -1.15



Repeat the fourth record exactly.
16
Properties=species:S:1:pos:R:3:mulliken_charge:R:1 method="wB97M-V/def2-TZVPD" total_energy_ha=-288.75735 smiles=Cc1c[nH]c(C)c1 fmax_ev_per_a=3.14 e_homo_ev=-7.91 e_lumo_ev=1.04 gap_ev=8.94
H -2.606 1.594 0.166 0.34
C -1.153 0.009 0.000 0.82
H -3.192 0.094 -0.653 0.32
H 2.930 0.437 1.240 0.30
H 1.300 -1.809 -0.908 0.24
H -1.237 -1.750 -1.352 0.39
H 3.155 -0.552 -0.210 0.33
C -0.697 -1.014 -0.781 -0.82
C 1.092 -0.075 0.214 0.39
N 0.680 -1.052 -0.664 -0.05
H -2.983 0.145 1.084 0.26
C -0.009 0.746 0.471 -0.77
H -0.022 1.309 1.398 0.30
H 2.747 1.146 -0.374 0.28
C -2.575 0.513 0.140 -1.18
C 2.570 0.257 0.228 -1.15